(1)
{
  "formula": "C5H11NO",
  "method": "the ωB97M-V functional and the def2-TZVPD basis",
  "charge": 0,
  "orbital_gap_ev": 10.8,
  "total_energy_ha": -327.0510,
  "homo_energy_ev": -9.7,
  "e_above_lowest_ev": 2.187,
  "symbols": ["C", "C", "C", "O", "N", "C", "C", "H", "H", "H", "H", "H", "H", "H", "H", "H", "H", "H"],
  "xyz": [[-0.324, -1.338, -1.104], [-0.559, -0.262, -0.032], [-1.503, 0.853, -0.525], [-0.923, 1.548, -1.604], [0.703, 0.384, 0.234], [1.687, -0.423, 0.896], [1.056, 0.768, 1.574], [0.476, -2.090, -0.947], [-0.093, -0.848, -2.056], [-1.244, -1.909, -1.206], [-0.989, -0.696, 0.896], [-2.441, 0.406, -0.862], [-1.751, 1.555, 0.295], [0.016, 1.628, -1.365], [1.362, -1.405, 1.278], [2.673, -0.443, 0.441], [0.375, 0.499, 2.389], [1.479, 1.773, 1.699]],
  "lowdin_charge": [-0.045, -0.381, -0.233, -0.073, -0.144, -0.136, -0.117, 0.081, 0.083, 0.075, 0.145, 0.119, 0.120, 0.081, 0.112, 0.103, 0.104, 0.106]
}



(2)
{
  "formula": "C2H5N3S2",
  "method": "the ωB97M-V functional and the def2-TZVPD basis",
  "charge": 0,
  "orbital_gap_ev": 8.6,
  "total_energy_ha": -1039.7715,
  "homo_energy_ev": -8.9,
  "e_above_lowest_ev": 3.045,
  "symbols": ["N", "N", "C", "N", "S", "C", "S", "H", "H", "H", "H", "H"],
  "xyz": [[1.649, 1.611, -0.093], [2.611, 0.641, -0.299], [2.313, -0.534, 0.006], [1.104, -0.886, 0.649], [-0.285, -0.960, -0.425], [-1.335, 0.101, 0.471], [-2.844, 0.438, -0.060], [1.137, 1.510, 0.773], [2.037, 2.519, -0.025], [3.113, -1.242, -0.064], [1.262, -1.834, 0.970], [-0.892, 0.435, 1.450]],
  "lowdin_charge": [0.012, -0.036, -0.346, -0.319, 0.868, -1.072, 0.573, 0.058, 0.066, 0.104, 0.061, 0.033]
}



(3)
{
  "formula": "C5H2BrNO",
  "method": "the ωB97M-V functional and the def2-TZVPD basis",
  "charge": 0,
  "orbital_gap_ev": 9.8,
  "total_energy_ha": -2895.4717,
  "homo_energy_ev": -9.6,
  "e_above_lowest_ev": 0.850,
  "symbols": ["C", "C", "C", "N", "O", "H", "C", "C", "Br", "H"],
  "xyz": [[0.973, -1.671, 1.622], [1.203, -0.917, 0.695], [1.120, -0.170, -0.423], [1.489, 0.479, -1.329], [1.627, 1.120, -2.339], [0.988, -2.482, 2.294], [-1.304, 1.656, -1.409], [-1.530, 1.762, -0.229], [-2.007, 1.584, 1.527], [-0.864, 1.906, -2.328]],
  "lowdin_charge": [0.154, -0.108, -0.033, -0.092, 0.029, 0.033, -0.001, -0.726, 0.724, 0.021]
}



(4)
{
  "formula": "C30H48N2O20",
  "method": "the ωB97M-V functional and the def2-TZVPD basis",
  "charge": 0,
  "orbital_gap_ev": 7.6,
  "total_energy_ha": -2785.9997,
  "homo_energy_ev": -8.4,
  "symbols": ["C", "C", "C", "N", "N", "C", "O", "C", "C", "C", "C", "C", "C", "C", "C", "O", "H", "H", "H", "H", "H", "H", "H", "H", "H", "H", "H", "H", "C", "O", "C", "O", "O", "C", "H", "H", "H", "H", "H", "H", "C", "O", "C", "O", "O", "C", "H", "H", "H", "H", "H", "H", "C", "O", "C", "O", "O", "C", "H", "H", "H", "H", "H", "H", "C", "O", "C", "O", "O", "C", "H", "H", "H", "H", "H", "H", "C", "O", "C", "O", "O", "C", "H", "H", "H", "H", "H", "H", "C", "O", "C", "O", "O", "C", "H", "H", "H", "H", "H", "H"],
  "xyz": [[6.217, -0.956, 4.660], [4.971, -0.945, 3.616], [4.438, 0.502, 3.189], [4.515, -2.110, 3.165], [3.183, -2.329, 3.511], [2.839, -2.454, 4.924], [3.469, -2.934, 5.894], [1.338, -1.841, 4.922], [0.404, -1.506, 6.102], [-0.991, -0.879, 5.716], [-1.389, -0.613, 4.218], [-2.802, 0.072, 3.814], [-0.435, -0.997, 3.020], [0.922, -1.614, 3.412], [2.146, -2.134, 2.498], [2.193, -2.357, 1.268], [6.417, -2.049, 4.910], [6.025, -0.288, 5.563], [7.132, -0.598, 4.046], [5.345, 1.062, 2.735], [3.637, 0.468, 2.370], [4.104, 1.157, 4.079], [0.717, -1.693, 7.184], [-1.749, -0.605, 6.519], [-3.359, 0.321, 4.797], [-2.587, 1.012, 3.208], [-3.402, -0.724, 3.228], [-0.694, -0.827, 1.925], [-7.684, -0.313, 0.096], [-6.341, -0.355, 0.577], [-5.407, -0.281, -0.386], [-5.615, -0.187, -1.570], [-4.198, -0.332, 0.202], [-3.102, -0.264, -0.709], [-8.351, -0.379, 0.956], [-7.880, 0.630, -0.420], [-7.885, -1.162, -0.561], [-3.114, 0.681, -1.257], [-3.120, -1.111, -1.398], [-2.181, -0.312, -0.127], [7.018, 4.531, -1.081], [6.076, 3.673, -0.438], [5.842, 2.522, -1.092], [6.350, 2.182, -2.132], [4.946, 1.815, -0.384], [4.600, 0.556, -0.966], [7.128, 5.426, -0.468], [7.992, 4.044, -1.159], [6.656, 4.831, -2.067], [5.479, -0.089, -1.039], [4.142, 0.697, -1.948], [3.872, 0.074, -0.312], [7.038, 0.816, -5.148], [7.725, -0.434, -5.085], [6.972, -1.453, -4.642], [5.813, -1.388, -4.310], [7.735, -2.561, -4.632], [7.059, -3.732, -4.179], [7.739, 1.566, -5.518], [6.197, 0.759, -5.843], [6.700, 1.120, -4.155], [6.218, -3.970, -4.835], [6.721, -3.608, -3.148], [7.768, -4.560, -4.213], [-13.811, -2.979, -2.102], [-12.750, -3.127, -3.043], [-11.546, -2.753, -2.579], [-11.313, -2.321, -1.476], [-10.645, -2.943, -3.558], [-9.312, -2.584, -3.202], [-14.732, -3.310, -2.583], [-13.637, -3.603, -1.222], [-13.928, -1.931, -1.815], [-8.959, -3.193, -2.366], [-9.251, -1.520, -2.959], [-8.671, -2.777, -4.063], [4.354, 7.913, -2.659], [5.101, 9.017, -3.167], [6.332, 8.697, -3.600], [6.823, 7.594, -3.588], [6.921, 9.818, -4.048], [8.245, 9.626, -4.542], [3.381, 8.288, -2.340], [4.197, 7.163, -3.437], [4.856, 7.474, -1.793], [8.243, 8.943, -5.395], [8.902, 9.255, -3.752], [8.620, 10.594, -4.876], [-5.395, -2.574, 2.783], [-6.350, -3.428, 3.411], [-6.577, -4.577, 2.753], [-6.055, -4.918, 1.720], [-7.488, -5.281, 3.447], [-7.829, -6.535, 2.860], [-5.290, -1.679, 3.396], [-4.420, -3.065, 2.720], [-5.740, -2.273, 1.793], [-6.952, -7.184, 2.800], [-8.271, -6.391, 1.872], [-8.568, -7.014, 3.503]],
  "lowdin_charge": [-0.043, -0.264, -0.038, 0.065, -0.050, -0.283, 0.068, -0.025, 0.012, -0.013, -0.178, -0.081, 0.044, -0.019, -0.292, 0.063, 0.083, 0.092, 0.087, 0.097, 0.077, 0.092, 0.106, 0.089, 0.085, 0.085, 0.059, 0.097, -0.030, -0.029, -0.597, 0.129, -0.016, -0.036, 0.100, 0.101, 0.091, 0.101, 0.104, 0.079, -0.042, -0.003, -0.591, 0.116, -0.012, -0.032, 0.094, 0.099, 0.094, 0.102, 0.102, 0.083, -0.040, 0.001, -0.598, 0.116, -0.004, -0.049, 0.096, 0.098, 0.069, 0.098, 0.098, 0.093, -0.048, -0.001, -0.599, 0.116, 0.000, -0.048, 0.094, 0.098, 0.098, 0.097, 0.095, 0.096, -0.045, 0.000, -0.598, 0.114, 0.000, -0.046, 0.094, 0.100, 0.093, 0.099, 0.098, 0.094, -0.045, 0.006, -0.597, 0.123, -0.002, -0.048, 0.084, 0.104, 0.081, 0.098, 0.098, 0.093]
}



(5)
{
  "formula": "C30H45BrLuO2P2",
  "method": "the ωB97M-V functional and the def2-TZVPD basis",
  "charge": 1,
  "orbital_gap_ev": [4.8, 4.8],
  "total_energy_ha": -5812.5181,
  "homo_energy_ev": [-9.5, -9.5],
  "e_above_lowest_ev": 4.073,
  "symbols": ["Lu", "C", "C", "C", "C", "C", "C", "H", "H", "H", "C", "H", "H", "H", "C", "H", "H", "H", "C", "H", "H", "H", "C", "H", "H", "H", "C", "C", "C", "C", "C", "C", "C", "C", "H", "H", "H", "H", "H", "H", "H", "H", "H", "H", "H", "H", "P", "C", "C", "P", "C", "C", "C", "H", "H", "H", "H", "H", "H", "H", "H", "H", "H", "H", "H", "H", "H", "Br", "C", "C", "C", "C", "C", "C", "C", "O", "O", "H", "H", "H", "H"],
  "xyz": [[-1.640, -0.164, -0.273], [-1.487, 1.726, 1.732], [-2.287, 2.300, 0.684], [-3.490, 0.564, 1.634], [-2.253, 0.682, 2.340], [-3.521, 1.574, 0.622], [-0.188, 2.216, 2.228], [0.346, 2.810, 1.474], [0.465, 1.377, 2.512], [-0.317, 2.844, 3.128], [-1.907, 0.018, 3.604], [-0.830, -0.180, 3.662], [-2.418, -0.950, 3.698], [-2.183, 0.634, 4.478], [-4.580, -0.366, 2.001], [-5.117, -0.021, 2.899], [-4.183, -1.369, 2.221], [-5.319, -0.458, 1.196], [-4.688, 1.946, -0.209], [-5.245, 2.788, 0.235], [-5.385, 1.105, -0.314], [-4.388, 2.250, -1.221], [-1.981, 3.566, -0.020], [-2.182, 4.433, 0.634], [-2.607, 3.692, -0.914], [-0.925, 3.631, -0.321], [4.878, 0.150, -0.346], [5.639, 0.563, -1.369], [5.084, 1.133, -2.643], [3.945, 0.288, -3.265], [2.475, 0.753, -2.962], [2.441, 1.934, -2.013], [2.985, 1.822, -0.637], [3.393, 0.370, -0.293], [5.910, 1.165, -3.365], [4.089, -0.765, -3.001], [4.754, 2.170, -2.499], [2.924, -0.329, -1.004], [5.294, -0.384, 0.509], [6.733, 0.523, -1.301], [2.991, 0.101, 0.698], [3.836, 2.513, -0.508], [2.312, 2.912, -2.452], [2.217, 2.140, 0.104], [4.075, 0.332, -4.360], [2.112, 1.129, -3.917], [1.264, -0.650, -2.669], [2.074, -2.207, -2.294], [0.390, -0.941, -4.205], [0.151, 1.297, -1.232], [0.155, -0.603, -1.369], [-0.668, 1.812, -2.835], [-3.125, -1.058, -1.801], [1.750, -2.581, -1.313], [3.163, -2.144, -2.322], [1.733, -2.892, -3.076], [0.857, -1.835, -4.636], [0.509, -0.106, -4.906], [-0.677, -1.141, -4.051], [-2.866, -1.532, -2.762], [-3.950, -0.352, -2.007], [-3.574, -1.853, -1.163], [0.524, -1.076, -0.444], [-0.791, -1.111, -1.822], [-1.460, 2.526, -2.551], [-1.111, 1.015, -3.457], [0.087, 2.380, -3.405], [1.890, -0.953, 3.286], [0.630, -2.312, 3.804], [0.495, -2.701, 5.137], [-0.535, -3.555, 5.519], [-1.439, -4.056, 4.558], [-1.254, -3.703, 3.224], [-0.226, -2.865, 2.835], [-0.040, -2.477, 1.407], [0.933, -2.861, 0.770], [-1.013, -1.698, 0.950], [1.181, -2.287, 5.876], [-0.661, -3.827, 6.573], [-2.251, -4.716, 4.855], [-1.920, -4.106, 2.441]],
  "lowdin_charge": [1.394, -0.318, -0.346, -0.294, -0.286, -0.314, -0.065, 0.051, 0.018, 0.102, -0.029, 0.038, 0.081, 0.106, -0.044, 0.095, 0.078, 0.073, -0.059, 0.096, 0.072, 0.071, -0.081, 0.100, 0.070, 0.042, -0.076, -0.090, -0.169, -0.152, -0.385, -0.120, -0.233, -0.169, 0.122, 0.088, 0.114, 0.059, 0.115, 0.116, 0.083, 0.135, 0.124, 0.081, 0.123, 0.100, 0.860, -0.140, -0.147, 0.984, -0.624, -0.261, -0.262, 0.055, 0.059, 0.070, 0.070, 0.074, 0.066, -0.036, -0.022, -0.007, 0.051, 0.055, 0.035, 0.040, 0.044, 0.826, -0.569, -0.109, -0.060, -0.054, -0.031, -0.205, -0.577, 0.043, -0.216, 0.109, 0.114, 0.110, 0.136]
}



(6)
{
  "formula": "C9H12NO2",
  "method": "the ωB97M-V functional and the def2-TZVPD basis",
  "charge": 1,
  "orbital_gap_ev": 9.7,
  "total_energy_ha": -555.1377,
  "homo_energy_ev": -14.7,
  "e_above_lowest_ev": 0.000,
  "symbols": ["C", "C", "C", "N", "C", "C", "C", "C", "O", "O", "C", "C", "H", "H", "H", "H", "H", "H", "H", "H", "H", "H", "H", "H"],
  "xyz": [[-2.234, 0.842, 1.180], [-2.607, 1.019, -0.313], [-1.815, 0.124, -1.286], [-0.438, -0.166, -0.810], [-0.104, -1.419, -0.525], [1.126, -1.722, -0.055], [2.024, -0.710, 0.118], [3.428, -1.005, 0.622], [3.800, -2.148, 0.724], [4.184, 0.098, 0.867], [1.662, 0.574, -0.178], [0.422, 0.836, -0.639], [-1.578, -0.004, 1.385], [-3.122, 0.697, 1.786], [-1.743, 1.743, 1.538], [-3.661, 0.793, -0.428], [-2.406, 2.050, -0.588], [-1.702, 0.578, -2.269], [-2.347, -0.805, -1.453], [-0.840, -2.188, -0.681], [1.396, -2.746, 0.151], [4.147, 0.330, 1.804], [2.336, 1.405, -0.056], [0.071, 1.824, -0.892]],
  "lowdin_charge": [-0.074, -0.188, -0.095, -0.046, 0.009, 0.061, -0.074, -0.415, 0.183, 0.107, 0.053, 0.013, 0.067, 0.080, 0.077, 0.115, 0.104, 0.139, 0.129, 0.156, 0.149, 0.146, 0.143, 0.162]
}



What did the first record say?
{
  "formula": "C5H11NO",
  "method": "the ωB97M-V functional and the def2-TZVPD basis",
  "charge": 0,
  "orbital_gap_ev": 10.8,
  "total_energy_ha": -327.0510,
  "homo_energy_ev": -9.7,
  "e_above_lowest_ev": 2.187,
  "symbols": ["C", "C", "C", "O", "N", "C", "C", "H", "H", "H", "H", "H", "H", "H", "H", "H", "H", "H"],
  "xyz": [[-0.324, -1.338, -1.104], [-0.559, -0.262, -0.032], [-1.503, 0.853, -0.525], [-0.923, 1.548, -1.604], [0.703, 0.384, 0.234], [1.687, -0.423, 0.896], [1.056, 0.768, 1.574], [0.476, -2.090, -0.947], [-0.093, -0.848, -2.056], [-1.244, -1.909, -1.206], [-0.989, -0.696, 0.896], [-2.441, 0.406, -0.862], [-1.751, 1.555, 0.295], [0.016, 1.628, -1.365], [1.362, -1.405, 1.278], [2.673, -0.443, 0.441], [0.375, 0.499, 2.389], [1.479, 1.773, 1.699]],
  "lowdin_charge": [-0.045, -0.381, -0.233, -0.073, -0.144, -0.136, -0.117, 0.081, 0.083, 0.075, 0.145, 0.119, 0.120, 0.081, 0.112, 0.103, 0.104, 0.106]
}